(1)
Computed, not measured: a molecular structure, C14H19BeCl4NO2S2 at a distorted geometry, with ωB97M-V/def2-TZVPD.

```
43
Properties=species:S:1:pos:R:3:forces:R:3
C -0.8201 4.1576 -0.4964 0.600 -0.418 1.360
H 2.5741 1.8091 -1.3495 -0.069 -0.099 -0.218
C -2.0821 -2.4791 0.5778 -0.054 0.239 0.105
Cl -0.2759 5.9607 1.4808 -0.032 0.432 0.123
C 2.3462 -1.8746 -1.4428 0.093 0.113 0.154
H -4.2431 -0.5030 0.6520 0.168 0.191 -0.163
C -1.3686 -2.3879 -0.7663 0.596 -0.068 -0.039
H 0.4977 -1.2761 -2.4435 0.067 -0.171 0.284
H -1.7890 -1.5904 -1.3892 0.195 -0.113 0.150
H 0.7493 -3.0464 -2.3161 0.094 0.321 -0.012
H -3.0221 -0.0489 -0.6058 0.087 0.064 0.306
C 2.6052 0.8206 -1.8164 0.356 -0.003 0.179
H 0.4387 -2.8896 0.0134 -0.149 0.447 -0.225
H -1.4698 -3.3432 -1.3129 -0.050 0.248 0.121
H 3.5514 0.6977 -2.3582 -0.311 0.174 -0.012
Cl -1.4377 2.5506 -2.6279 -0.165 -0.043 -0.401
C 0.1238 2.0284 1.0190 -0.284 1.099 -0.265
C 1.2587 -0.4695 2.7671 0.127 -1.832 -0.322
H 2.0035 -2.0397 1.5572 -0.405 0.219 -0.206
H -3.2868 0.9962 0.8220 -0.041 -0.111 -0.183
C 0.8790 -2.0788 -1.7976 -0.493 -0.102 0.480
H 2.9641 -1.7806 -2.3435 -0.102 -0.214 0.191
C 1.0664 -1.5536 1.8580 1.153 0.204 3.595
C -0.8520 2.8596 -1.0511 0.500 -0.123 1.212
C -0.3189 4.3846 0.8246 -0.434 -0.698 -1.296
Be 0.3720 -0.4311 0.5962 -0.801 1.429 -1.547
S -2.0403 -0.8961 1.4793 -0.312 -0.322 -0.341
O -0.3393 0.5164 -0.6665 0.210 -0.483 0.024
C -3.2696 -0.0354 0.4601 -0.079 0.046 0.386
H 0.5356 -0.2808 3.5611 0.193 0.171 -0.370
H 1.7421 0.6836 -2.4762 0.122 0.067 0.300
O 0.5608 0.9405 1.6076 0.067 -0.956 -0.380
H 2.2359 0.0007 2.8735 -0.371 0.006 -0.084
H -3.1407 -2.7422 0.4578 0.309 -0.157 -0.035
Cl -1.3958 5.4755 -1.4195 -0.131 0.358 -0.210
H 0.2899 -2.2526 2.1930 0.179 0.215 -0.258
H 2.7149 -2.7147 -0.8365 -0.034 0.157 -0.251
N 0.0806 -2.0934 -0.5314 -0.356 -0.632 -0.795
H -1.5943 -3.2214 1.2240 -0.223 0.069 -0.165
S 2.6208 -0.3700 -0.4507 0.014 -0.059 -0.646
C -0.3807 1.7694 -0.2970 0.042 0.963 0.476
Cl 0.7660 3.4408 3.1797 0.116 0.249 0.334
C 0.1504 3.3074 1.5908 -0.391 -0.876 -1.355
```
Forces are in eV/Å.

***

(2)
20
Properties=species:S:1:pos:R:3:forces:R:3 method="wB97M-V/def2-TZVPD" smiles=OCc1cnc(F)c(O)c1CO e_above_lowest_kcal_mol=0.00
F -0.3947 -0.3557 -3.7214 0.086 0.033 0.158
O -2.1318 -1.4387 0.8345 0.756 -0.044 -0.657
O 0.8671 1.4482 2.1193 0.190 0.422 -0.434
O -2.0567 -0.7883 -1.7247 -0.646 -0.475 0.920
C -1.2136 -0.3641 1.0700 -0.304 0.676 -0.225
H -0.6254 -0.5531 1.9650 -0.044 0.006 0.061
N 1.3086 0.2379 -2.3789 0.100 -0.013 0.606
H -2.4576 -1.1553 -0.8872 0.340 0.384 -0.843
C -0.8118 -0.4027 -1.4125 0.823 0.226 -0.324
C 0.0857 -0.1638 -2.4858 -0.408 -0.066 0.181
H -1.7846 0.5847 1.2146 0.393 -0.546 0.041
H 2.6646 0.8184 1.2299 -0.446 -0.250 0.174
H 1.6012 -0.4379 1.9677 0.127 0.440 -0.180
C 1.6144 0.4876 1.3630 0.193 -0.026 0.297
C -0.3159 -0.1957 -0.1311 -0.419 -0.122 -0.047
C 1.7717 0.4313 -1.1220 -1.047 -0.279 -0.315
H 2.7802 0.7485 -1.0468 0.834 0.286 0.067
H 0.8653 2.2811 1.6096 -0.010 -0.533 0.357
C 1.0114 0.2348 0.0168 0.270 -0.040 -0.583
H -2.7781 -1.4173 1.5199 -0.789 -0.080 0.749

***

| no. | HOMO-LUMO gap (eV) | HOMO level (eV) |
| --- | --- | --- |
| 1 | 6.9 | -6.86 |
| 2 | 9.1 | -8.84 |